A cluster of 9 separate species, C16H53N3O9 in total. Source: the Open Molecules 2025 dataset; level of theory: ωB97M-V with the def2-TZVPD basis set.

Each line ends with the Löwdin charge.
Geometry (Å):
O1 0.27 -1.01 1.04  -0.055
H1 0.05 -0.68 1.92  -0.006
H2 0.70 -1.85 1.21  0.045
O2 2.37 3.22 -1.28  -0.070
H3 2.14 3.57 -2.14  -0.015
H4 1.74 2.51 -1.13  -0.025
O3 0.30 1.13 -0.89  -0.052
H5 -0.64 1.33 -0.95  -0.001
H6 0.35 0.45 -0.22  -0.014
O4 -2.54 2.19 -0.98  -0.065
H7 -2.92 1.69 -1.70  0.008
H8 -3.21 2.18 -0.30  -0.022
C1 -0.19 2.86 -4.21  -0.058
C2 1.25 2.87 -4.76  -0.314
O5 1.84 3.96 -4.13  -0.086
H9 -0.29 3.02 -3.14  0.070
H10 -0.63 1.86 -4.28  0.053
H11 -0.83 3.57 -4.74  0.076
H12 1.34 3.03 -5.83  0.104
H13 1.77 1.92 -4.67  0.108
H14 2.77 4.01 -4.39  0.098
C3 -1.91 -1.89 -1.85  -0.058
C4 -1.83 -0.96 -3.09  -0.263
O6 -2.80 0.11 -3.01  -0.115
H15 -2.78 -2.53 -1.77  0.071
H16 -1.80 -1.44 -0.86  0.052
H17 -1.03 -2.53 -1.92  0.064
H18 -1.99 -1.48 -4.03  0.108
H19 -0.91 -0.40 -3.25  0.092
H20 -3.09 0.25 -3.91  0.082
C5 4.83 -4.59 -3.56  -0.077
C6 5.03 -3.11 -3.33  -0.433
C7 4.27 -2.53 -2.10  -0.210
O7 2.88 -2.39 -2.37  -0.169
C8 2.21 -1.56 -1.40  -0.090
N1 6.48 -2.83 -3.29  0.029
H21 5.12 -4.95 -4.55  0.076
H22 3.79 -4.90 -3.49  0.073
H23 5.31 -5.14 -2.75  0.076
H24 4.69 -2.59 -4.22  0.134
H25 4.72 -1.60 -1.76  0.114
H26 4.43 -3.19 -1.25  0.120
H27 2.66 -0.59 -1.23  0.091
H28 2.12 -2.04 -0.43  0.068
H29 1.18 -1.35 -1.70  0.064
H30 6.63 -1.89 -3.63  0.066
H31 6.75 -2.87 -2.32  0.063
C9 -0.12 1.94 3.33  -0.071
C10 0.93 1.08 3.96  -0.460
C11 1.42 1.60 5.30  -0.180
O8 2.46 0.74 5.86  -0.197
C12 3.74 1.01 5.23  -0.091
N2 0.30 -0.23 4.04  0.053
H32 0.18 2.96 3.09  0.091
H33 -1.00 2.00 3.97  0.083
H34 -0.36 1.54 2.34  0.063
H35 1.74 1.12 3.23  0.142
H36 0.61 1.55 6.03  0.124
H37 1.67 2.66 5.36  0.124
H38 3.90 0.59 4.24  0.080
H39 4.48 0.58 5.91  0.084
H40 3.92 2.08 5.19  0.083
H41 0.98 -0.74 4.58  0.079
H42 -0.53 -0.18 4.61  0.086
C13 -3.05 0.31 1.76  -0.050
C14 -4.50 0.31 1.21  -0.399
C15 -5.58 -0.11 2.26  -0.168
O9 -5.34 -1.47 2.73  -0.200
C16 -6.38 -2.05 3.48  -0.120
N3 -4.80 1.65 0.69  0.033
H43 -3.17 0.91 2.66  0.075
H44 -2.31 0.68 1.05  0.056
H45 -2.74 -0.67 2.12  0.080
H46 -4.56 -0.44 0.42  0.136
H47 -6.54 -0.10 1.73  0.117
H48 -5.56 0.56 3.12  0.122
H49 -7.38 -2.04 3.04  0.081
H50 -6.46 -1.49 4.41  0.082
H51 -6.12 -3.09 3.70  0.088
H52 -4.70 2.30 1.45  0.086
H53 -5.80 1.64 0.54  0.079

Orbital gap: 9.8 eV
LUMO level: 0.57 eV
Energy above the lowest of the compared OMol25 structures with the same formula, charge and spin: 53.07 kJ/mol
Highest occupied orbital energy: -9.26 eV
Structure (SMILES): COC[C@H](C)N.COC[C@H](C)N.COC[C@H](C)N.CCO.CCO.O.O.O.O
Charge: 0

---

A cluster of 11 separate species, C16H54N8O11 in total. Source: the Open Molecules 2025 dataset; level of theory: ωB97M-V with the def2-TZVPD basis set.

Each line ends with the Löwdin charge.
Geometry (Å):
C1 -3.79 -1.62 1.64  -0.146
O1 -4.49 -1.63 0.41  -0.139
H1 -4.53 -1.36 2.40  0.087
H2 -3.35 -2.59 1.88  0.075
H3 -2.98 -0.89 1.68  0.054
H4 -4.23 -2.38 -0.14  0.054
C2 2.50 0.23 -4.13  -0.140
O2 1.65 -0.27 -3.11  -0.182
H5 2.60 1.32 -4.12  0.071
H6 3.51 -0.14 -3.90  0.076
H7 2.25 -0.14 -5.13  0.084
H8 0.75 0.05 -3.31  0.047
C3 -4.46 2.15 -0.84  -0.676
O3 -5.65 2.10 -1.15  0.001
N1 -3.76 1.08 -0.38  0.186
N2 -3.71 3.27 -1.13  0.131
H9 -4.12 0.13 -0.41  0.075
H10 -2.76 1.17 -0.41  0.050
H11 -4.18 3.94 -1.70  0.104
H12 -2.71 3.34 -0.99  0.076
C4 -0.15 0.60 0.37  -0.596
O4 -1.17 1.22 0.68  -0.022
N3 0.62 1.01 -0.69  0.187
N4 0.22 -0.59 0.91  0.205
H13 0.28 1.79 -1.22  0.054
H14 1.38 0.47 -1.08  0.075
H15 -0.32 -0.93 1.68  0.092
H16 1.05 -1.09 0.62  0.049
C5 0.71 4.20 -2.17  -0.645
O5 -0.41 3.69 -2.14  0.015
N5 1.47 4.19 -3.31  0.159
N6 1.31 4.80 -1.09  0.169
H17 1.20 3.56 -4.04  0.096
H18 2.29 4.74 -3.47  0.095
H19 2.31 4.87 -1.19  0.094
H20 0.87 4.82 -0.19  0.112
C6 3.22 -2.54 -0.46  -0.640
O6 2.80 -1.66 0.30  -0.034
N7 3.64 -3.75 -0.01  0.183
N8 3.24 -2.32 -1.80  0.187
H21 3.90 -4.48 -0.63  0.104
H22 3.90 -3.83 0.96  0.102
H23 2.68 -1.52 -2.07  0.065
H24 3.66 -2.88 -2.51  0.109
C7 -0.25 -3.67 -0.57  -0.083
C8 -1.48 -2.99 -1.15  -0.280
O7 -2.65 -3.64 -0.66  -0.086
H25 0.68 -3.27 -0.98  0.055
H26 -0.25 -4.72 -0.86  0.077
H27 -0.17 -3.70 0.52  0.060
H28 -1.43 -3.12 -2.24  0.113
H29 -1.45 -1.94 -0.86  0.098
H30 -2.78 -4.47 -1.12  0.094
C9 0.01 -3.12 3.66  -0.087
C10 1.25 -2.27 3.87  -0.289
O8 2.22 -3.06 4.58  -0.087
H31 -0.37 -3.58 4.57  0.077
H32 0.17 -3.88 2.88  0.060
H33 -0.83 -2.49 3.36  0.060
H34 1.06 -1.44 4.55  0.119
H35 1.66 -1.93 2.92  0.080
H36 2.91 -3.35 3.98  0.063
C11 6.02 -1.29 2.48  -0.095
C12 5.31 0.03 2.24  -0.313
O9 3.93 -0.11 2.55  -0.090
H37 6.11 -1.55 3.53  0.074
H38 7.06 -1.21 2.13  0.073
H39 5.60 -2.15 1.95  0.050
H40 5.44 0.43 1.23  0.108
H41 5.79 0.74 2.92  0.109
H42 3.52 -0.56 1.80  0.026
C13 -2.67 2.06 -3.69  -0.078
C14 -1.66 1.05 -3.24  -0.273
O10 -0.62 0.81 -4.24  -0.105
H43 -2.28 3.07 -3.80  0.073
H44 -3.46 2.19 -2.94  0.046
H45 -3.22 1.78 -4.58  0.082
H46 -2.10 0.07 -3.02  0.117
H47 -1.09 1.37 -2.37  0.062
H48 -0.97 0.31 -4.99  0.097
C15 -2.96 3.72 4.19  -0.104
C16 -3.12 2.87 2.95  -0.344
O11 -2.34 1.70 3.09  -0.104
H49 -3.65 4.56 4.25  0.069
H50 -1.95 4.15 4.31  0.069
H51 -3.05 3.12 5.09  0.072
H52 -2.81 3.44 2.06  0.104
H53 -4.18 2.62 2.84  0.110
H54 -2.18 1.32 2.21  0.019

Orbital gap: 8.7 eV
LUMO level: -0.03 eV
Energy above the lowest of the compared OMol25 structures with the same formula, charge and spin: 0.00 kJ/mol
Highest occupied orbital energy: -8.70 eV
Structure (SMILES): NC(N)=O.NC(N)=O.NC(N)=O.NC(N)=O.CCO.CCO.CCO.CCO.CCO.CO.CO
Charge: 0